[1]
The following is a DFT calculation (ωB97M-V/def2-TZVPD) of a gas-phase ion, C2H4Cl3N2 (charge +1) in a non-equilibrium geometry.

Properties
- Net charge: +1
- HOMO-LUMO gap: 0.411 Eh
- Structure (SMILES): N/C(Cl)=[NH+]/C(Cl)Cl
- F_max: 5.95 eV/A

Each line ends with the Mulliken charge.
Atoms and positions in Å:
C 0.95 -0.14 -0.26  0.713
C -1.81 -0.04 -0.40  0.090
N 2.02 -0.14 0.47  -0.385
N -0.21 0.31 0.25  -0.408
Cl 0.77 -0.99 -1.65  -0.084
Cl -2.77 -0.37 1.09  -0.085
Cl -2.18 1.41 -1.22  -0.003
H -1.57 -0.90 -0.88  0.325
H 2.04 0.43 1.27  0.252
H 3.01 -0.08 0.05  0.327
H -0.25 0.51 1.29  0.257



[2]
The following is a DFT calculation (ωB97M-V/def2-TZVPD) of a molecular structure, C10H10BBrCdF4 in a non-equilibrium geometry.

Properties
- Net charge: -2
- HOMO-LUMO gap: 0.237 Eh
- F_max: 1.29 eV/A

Each line ends with the Mulliken charge.
Atoms and positions in Å:
C 0.13 1.74 -1.96  -0.330
C -1.09 1.94 -1.25  -0.729
C -0.74 2.37 0.10  -1.001
H -2.09 1.89 -1.66  0.503
C 0.69 2.44 0.17  -0.425
C 1.22 2.02 -1.08  -0.533
H 2.26 2.01 -1.36  0.402
H 0.21 1.47 -3.01  0.399
H -1.45 2.74 0.83  0.609
H 1.26 2.78 1.02  0.369
Cd -1.17 -0.11 0.47  1.284
Br -3.59 -0.57 -0.01  -0.709
C 0.57 -2.40 0.36  -0.636
C 1.75 -1.84 -0.20  -0.371
C 1.49 -1.50 -1.55  -0.441
H 2.71 -1.73 0.31  0.336
C 0.16 -1.86 -1.85  -0.350
C -0.43 -2.43 -0.67  -1.067
H -1.41 -2.89 -0.61  0.575
H 0.46 -2.85 1.35  0.426
H 2.22 -1.11 -2.26  0.392
H -0.34 -1.76 -2.82  0.352
F 0.23 0.06 2.82  -0.444
B -0.75 -0.10 3.91  0.581
F -0.17 -0.01 5.20  -0.376
F -1.76 0.87 3.72  -0.407
F -1.42 -1.33 3.73  -0.407



[3]
The following is a DFT calculation (ωB97M-V/def2-TZVPD) of 2 unconnected molecules or ions with the total composition C3H9S2 in a non-equilibrium geometry.

Properties
- Net charge: -1
- HOMO-LUMO gap: 0.167 Eh
- F_max: 4.35 eV/A

Each line ends with the Mulliken charge.
Atoms and positions in Å:
C 1.61 -3.42 1.67  -0.639
S 0.67 -3.66 3.20  -0.758
H 1.07 -2.54 1.18  0.015
H 2.73 -3.12 1.88  0.138
H 1.61 -4.12 0.92  0.245
C -0.62 1.74 0.27  -0.906
S -2.09 2.14 -0.65  -0.074
C -1.20 2.10 -2.26  -0.845
H -1.12 1.15 1.07  0.310
H 0.17 2.47 0.63  0.315
H 0.22 1.23 -0.10  0.332
H -0.79 1.08 -2.39  0.280
H -1.87 2.17 -3.14  0.296
H -0.40 2.79 -2.28  0.289



[4]
The following is a DFT calculation (ωB97M-V/def2-TZVPD) of a molecular structure, C13H16Br2GaN3O in a non-equilibrium geometry.

Properties
- Net charge: +2
- HOMO-LUMO gap: 0.233 Eh
- F_max: 1.12 eV/A

Each line ends with the Mulliken charge.
Atoms and positions in Å:
Ga 0.06 0.84 -0.38  1.227
N 2.09 1.24 -0.41  -0.422
C 2.53 2.15 0.71  -0.746
C 2.05 3.57 0.46  -0.496
C 0.59 3.73 0.78  -0.706
N -0.23 2.91 -0.16  -0.536
H 2.61 0.37 -0.36  0.132
H 2.35 1.67 -1.30  0.382
H 3.61 2.11 0.80  0.479
H 2.10 1.77 1.64  0.394
H 2.25 3.86 -0.58  0.336
H 2.63 4.25 1.08  0.343
H 0.29 4.77 0.70  0.401
H 0.38 3.40 1.80  0.361
H -0.16 3.32 -1.09  0.389
H -1.22 2.97 0.09  0.371
C 2.30 -1.89 -0.24  -2.006
C 0.84 -2.21 -0.19  1.456
C 0.41 -3.53 -0.18  -0.895
C -0.93 -3.85 -0.18  -0.549
C -1.89 -2.83 -0.16  1.007
C -3.30 -3.02 -0.19  -0.346
Br -4.01 -4.76 -0.13  -0.112
C -4.14 -1.95 -0.23  -0.266
C -3.63 -0.64 -0.23  -0.354
Br -4.79 0.83 -0.30  -0.073
C -2.28 -0.41 -0.10  -0.090
O -1.72 0.80 -0.03  -0.483
C -1.41 -1.51 -0.09  0.368
N -0.07 -1.21 -0.11  -0.209
H 2.90 -2.79 -0.22  0.480
H 2.58 -1.28 0.62  0.454
H 2.53 -1.36 -1.18  0.420
H 1.15 -4.32 -0.17  0.402
H -1.24 -4.88 -0.22  0.404
H -5.21 -2.10 -0.27  0.481



[5]
The following is a DFT calculation (ωB97M-V/def2-TZVPD) of a single C32H32N2O6 molecule.

Properties
- HOMO-LUMO gap: 0.304 Eh
- Structure (SMILES): COc1ccc(CCNC(=O)c2cc(C(=O)c3cc(C)ccc3O)cn(CCc3ccc(OC)cc3)c2=O)cc1
- F_max: 0.74 eV/A

Each line ends with the Mulliken charge.
Atoms and positions in Å:
C 4.99 3.31 -0.55  -0.970
H 5.98 3.17 -0.99  0.381
O 4.04 2.47 -1.15  -0.454
C 4.19 1.11 -1.03  0.932
C 5.25 0.49 -0.38  -0.770
C 5.28 -0.89 -0.28  -0.581
C 4.26 -1.67 -0.81  0.058
C 3.22 -1.04 -1.48  -0.137
C 3.19 0.33 -1.60  -0.326
H 2.39 0.83 -2.13  0.492
H 2.42 -1.63 -1.90  0.379
C 4.22 -3.16 -0.57  -1.219
H 5.17 -3.63 -0.82  0.473
H 3.44 -3.60 -1.19  0.342
C 3.89 -3.44 0.92  -0.979
N 2.94 -2.49 1.43  -0.136
C 1.62 -2.59 1.17  -0.147
O 1.09 -3.59 0.72  -0.737
C 0.81 -1.38 1.51  0.081
C -0.55 -1.52 1.47  -0.391
C -1.40 -0.42 1.72  0.212
C -0.81 0.77 2.05  -0.728
N 0.52 0.94 2.04  0.250
C 1.42 -0.09 1.78  0.945
O 2.62 0.15 1.80  -0.807
C 1.04 2.29 2.11  -1.255
H 2.07 2.24 2.47  0.587
H 0.43 2.86 2.82  0.432
C 1.00 2.96 0.72  -0.304
C -0.34 2.72 0.07  -0.564
C -0.50 1.68 -0.84  0.605
C -1.74 1.35 -1.33  -0.616
C -2.88 2.03 -0.89  0.545
C -2.72 3.10 -0.02  -0.488
C -1.46 3.44 0.44  -0.693
H -1.36 4.27 1.13  0.428
H -3.57 3.68 0.31  0.441
O -4.07 1.57 -1.37  -0.436
C -5.25 2.12 -0.85  -0.998
H -5.38 3.17 -1.13  0.376
H -5.29 2.02 0.24  0.371
H -6.06 1.53 -1.28  0.277
H -1.87 0.54 -2.03  0.544
H 0.36 1.11 -1.16  0.338
H 1.19 4.02 0.84  0.638
H 1.79 2.53 0.10  -0.292
H -1.42 1.62 2.30  0.724
C -2.88 -0.42 1.65  1.347
O -3.51 0.25 2.47  -0.886
C -3.55 -1.15 0.57  0.315
C -2.84 -1.69 -0.51  -0.239
C -3.48 -2.35 -1.54  0.018
C -4.87 -2.48 -1.48  -0.511
C -5.59 -1.94 -0.45  -0.952
C -4.96 -1.25 0.58  0.049
O -5.72 -0.72 1.55  -0.717
H -5.12 -0.23 2.17  0.415
H -6.67 -2.03 -0.41  0.450
H -5.38 -3.01 -2.28  0.453
C -2.71 -2.90 -2.70  -1.837
H -1.66 -3.05 -2.43  0.354
H -3.12 -3.85 -3.02  0.490
H -2.75 -2.21 -3.54  0.309
H -1.77 -1.55 -0.56  0.642
H -0.95 -2.50 1.27  0.746
H 3.28 -1.56 1.64  0.387
H 3.47 -4.44 1.02  0.441
H 4.80 -3.36 1.53  0.447
H 6.10 -1.37 0.23  0.392
H 6.05 1.06 0.06  0.458
H 4.65 4.32 -0.74  0.258
H 5.05 3.14 0.53  0.351



[6]
The following is a DFT calculation (ωB97M-V/def2-TZVPD) of a molecular structure, C6H5NS in a non-equilibrium geometry.

Properties
- HOMO-LUMO gap: 0.286 Eh
- F_max: 4.00 eV/A

Each line ends with the Mulliken charge.
Atoms and positions in Å:
C 0.19 -1.70 -0.06  -0.124
C -0.96 -1.32 -0.23  -0.273
C 1.40 -1.07 0.02  0.609
C 0.72 0.70 0.14  0.186
C -1.75 -0.12 -0.35  -0.256
C -0.75 0.86 0.44  -0.829
N 2.59 -1.33 0.00  -0.635
S 1.72 1.84 -0.32  -0.271
H -1.89 0.31 -1.37  0.311
H -2.64 -0.02 0.27  0.259
H -0.88 0.62 1.49  0.332
H -1.10 1.77 0.13  0.415
H 3.34 -0.54 -0.15  0.274



[7]
The following is a DFT calculation (ωB97M-V/def2-TZVPD) of 2 unconnected molecules or ions with the total composition C3H9N3O in a non-equilibrium geometry.

Properties
- HOMO-LUMO gap: 0.307 Eh
- F_max: 3.25 eV/A

Each line ends with the Mulliken charge.
Atoms and positions in Å:
C 0.94 -0.50 -0.55  0.129
C 1.12 -1.08 0.82  -0.951
N -0.40 1.03 -0.43  -0.254
N -0.56 2.09 0.54  -0.683
C -1.91 0.01 -0.32  -0.014
O 0.80 -1.32 -1.61  -0.491
N -1.56 -1.15 -0.28  -0.705
H 0.05 -1.91 -1.41  0.475
H -0.44 1.47 -1.36  0.323
H 1.72 0.22 -0.81  0.394
H -0.71 1.61 1.43  0.256
H 0.29 2.64 0.64  0.235
H -2.84 0.57 -0.19  0.402
H 0.60 -0.49 1.58  0.240
H 0.72 -2.09 0.90  0.312
H 2.19 -1.09 1.06  0.333



[8]
The following is a DFT calculation (ωB97M-V/def2-TZVPD) of 2 unconnected molecules or ions with the total composition C10H14O in a non-equilibrium geometry.

Properties
- HOMO-LUMO gap: 0.294 Eh
- Structure (SMILES): CC#CC(C)(C)C.C=C=C=O
- F_max: 4.63 eV/A

Each line ends with the Mulliken charge.
Atoms and positions in Å:
C 0.14 0.44 0.39  -0.832
C 3.14 -0.42 -0.65  0.011
C 0.98 1.28 0.62  0.732
C 2.85 -0.54 0.57  0.586
C 1.77 2.57 0.80  -1.331
C 3.07 0.00 -1.90  -0.705
C -0.55 -1.16 -1.30  -1.421
C -2.26 -0.17 0.37  -1.391
C -0.45 -1.79 1.20  -1.230
C -0.81 -0.63 0.20  1.631
O 2.60 -0.90 1.66  -0.482
H 2.72 2.24 1.10  0.376
H 1.11 3.17 1.40  0.347
H 3.41 -0.70 -2.63  0.281
H 2.90 1.03 -2.28  0.237
H 1.80 3.02 -0.25  0.250
H -1.09 -2.12 -1.48  0.343
H -0.87 -0.39 -2.01  0.372
H 0.47 -1.36 -1.45  0.361
H -2.41 0.32 1.36  0.369
H -2.94 -1.13 0.40  0.294
H -2.70 0.66 -0.41  0.273
H -0.98 -2.82 0.91  0.282
H -1.03 -1.54 2.16  0.343
H 0.63 -1.94 1.39  0.305



Energy above the lowest of the compared OMol25 structures with the same formula, charge and spin / kcal/mol: 21.0; 0.0; 55.4; 24.2; 0.0; 97.5; 127.6; 133.5